Density functional theory data (the ωB97M-V functional and the def2-TZVPD basis) for a molecular structure, C35H37CsN5O3S4Sb2 at a distorted geometry.

The geometry in ORCA input format:
```
! RIJCOSX wB97M-V def2-TZVPD def2/J DEFGRID3
* xyz -1 1
Cs 14.38 -17.69 8.51
S 13.62 -18.37 12.17
C 13.59 -16.66 11.97
N 13.23 -15.91 10.93
C 13.66 -14.59 11.04
C 13.59 -13.62 10.01
C 14.12 -12.38 10.28
C 14.57 -12.06 11.58
C 14.63 -12.95 12.63
C 14.22 -14.27 12.31
S 14.36 -15.68 13.27
H 13.16 -13.86 9.07
H 14.13 -11.66 9.46
H 14.82 -11.00 11.70
H 15.02 -12.68 13.61
C 20.12 -18.77 7.55
N 19.51 -19.77 8.39
C 20.18 -20.54 9.35
C 19.28 -21.34 9.94
N 17.99 -21.05 9.39
C 18.15 -20.04 8.41
S 17.08 -19.56 7.20
C 16.84 -21.81 9.71
C 17.03 -23.16 10.17
C 15.98 -23.87 10.66
C 14.64 -23.22 10.87
C 14.55 -21.94 10.10
N 15.64 -21.24 9.70
H 21.19 -18.99 7.43
H 19.95 -17.75 7.98
H 19.62 -18.76 6.56
H 21.26 -20.46 9.46
H 19.38 -22.10 10.72
H 18.04 -23.58 10.19
H 16.11 -24.86 11.10
H 14.67 -22.88 11.92
H 13.71 -21.29 10.37
C 15.24 -23.03 6.64
Sb 13.93 -21.60 7.60
C 13.45 -24.12 10.62
C 12.02 -22.71 6.99
C 10.81 -22.97 7.82
C 10.66 -24.23 8.38
C 9.49 -24.58 9.05
C 8.50 -23.62 9.27
C 8.72 -22.34 8.80
C 9.82 -22.00 8.04
C 9.92 -20.57 7.60
Sb 10.76 -19.38 9.29
C 9.09 -18.02 9.68
C 10.46 -20.56 11.09
H 15.42 -23.97 7.20
H 16.21 -22.56 6.39
H 14.76 -23.30 5.70
H 13.43 -24.91 11.38
H 12.48 -23.55 10.69
H 13.50 -24.59 9.64
H 12.44 -23.69 6.70
H 11.77 -22.14 6.06
H 11.48 -24.93 8.25
H 9.34 -25.59 9.34
H 7.63 -23.88 9.89
H 7.97 -21.56 9.02
H 8.88 -20.20 7.42
H 10.55 -20.42 6.76
H 8.24 -18.51 10.19
H 8.80 -17.54 8.73
H 9.45 -17.22 10.37
H 9.36 -20.71 11.31
H 10.94 -20.02 11.94
H 10.98 -21.50 10.97
O 12.32 -15.98 5.71
C 12.51 -17.06 5.09
N 12.37 -18.37 5.65
S 13.00 -19.49 4.68
O 14.19 -20.10 5.34
O 12.08 -20.49 4.13
C 13.41 -18.35 3.35
C 13.64 -18.71 2.03
C 13.63 -17.73 1.07
C 13.44 -16.39 1.42
C 13.15 -16.04 2.72
C 13.06 -17.06 3.68
H 13.76 -19.75 1.77
H 13.74 -18.00 0.04
H 13.48 -15.62 0.64
H 12.97 -15.00 3.00
*
```

**M**: 1080.4 g/mol
**ΔE to the lowest compared entry with this formula, charge and spin**: 0.00 kcal/mol
**Frontier orbital gap**: 6.276 eV
**LUMO level**: 1.86 eV

Mulliken atomic charge list, values in e, 8 entries:
1. Cs 1.125
2. S -0.283
3. C -0.162
4. N -0.302
5. C -0.334
6. C -0.622
7. C -0.548
8. C -0.305